Record 1
Below is 12 unconnected molecules or ions with the total composition C24H48Br6Cl18 at a distorted geometry, with properties calculated with the ωB97M-V functional and the def2-TZVPD basis.

## Properties
HOMO-LUMO gap in eV: 10.39
E_HOMO in eV: -10.1
F_max in eV/Å: 3.43
Structure (SMILES): BrCCBr.BrCCBr.BrCCBr.ClCCCl.ClCCCl.ClCCCl.ClCCCl.ClCCCl.ClCCCl.ClCCCl.ClCCCl.ClCCCl
E_tot in eV: -671327.37595
Total charge: 0
LUMO level in eV: 0.252

Structure (XYZ):
```
96
C24H48Br6Cl18 (the ωB97M-V functional and the def2-TZVPD basis)
Cl 3.485 -1.757 -0.254
C 4.447 -0.486 -0.990
C 4.714 -0.905 -2.405
Cl 3.194 -0.477 -3.290
H 5.360 -0.206 -0.432
H 3.893 0.414 -0.917
H 4.960 -1.904 -2.568
H 5.412 -0.230 -2.933
Cl -0.439 3.122 1.961
C -1.301 2.922 3.499
C -0.336 2.564 4.577
Cl 0.449 0.891 4.465
H -2.154 2.253 3.366
H -1.699 3.899 3.852
H -0.765 2.678 5.561
H 0.443 3.317 4.697
Cl -1.652 -1.293 -0.540
C -0.318 -0.165 -0.094
C 0.187 0.706 -1.238
Cl 1.422 1.736 -0.460
H 0.511 -0.748 0.228
H -0.682 0.452 0.732
H -0.634 1.310 -1.594
H 0.625 0.069 -1.987
Cl -3.930 -4.101 -0.207
C -4.397 -4.639 1.479
C -4.281 -6.136 1.831
Cl -2.659 -6.810 1.652
H -5.412 -4.217 1.702
H -3.711 -4.097 2.135
H -4.930 -6.746 1.186
H -4.442 -6.200 2.956
Cl 3.368 -5.575 -4.069
C 2.059 -4.303 -4.294
C 1.615 -3.763 -2.964
Cl 0.190 -2.556 -3.161
H 1.182 -4.817 -4.705
H 2.485 -3.673 -5.082
H 2.395 -3.271 -2.402
H 1.166 -4.514 -2.380
Cl 1.667 -5.138 0.900
C 0.272 -4.180 0.553
C -0.422 -3.582 1.792
Cl 0.449 -2.255 2.694
H -0.447 -4.778 -0.025
H 0.597 -3.337 -0.031
H -0.641 -4.423 2.452
H -1.299 -3.124 1.389
Cl -2.068 -0.088 -3.847
C -0.980 0.204 -5.310
C 0.291 0.898 -5.013
Cl -0.005 2.689 -4.873
H -1.595 0.693 -6.050
H -0.702 -0.789 -5.652
H 1.008 0.687 -5.795
H 0.812 0.553 -4.102
Cl -3.612 3.960 -0.617
C -2.042 3.325 -1.175
C -1.069 4.405 -1.481
Cl -1.672 5.383 -2.841
H -2.188 2.695 -2.056
H -1.562 2.736 -0.385
H -0.085 3.981 -1.850
H -0.945 5.150 -0.679
Cl 5.423 1.669 1.760
C 4.046 2.528 2.418
C 3.970 3.887 1.693
Cl 2.664 5.016 2.197
H 4.224 2.680 3.470
H 3.148 1.886 2.236
H 3.767 3.672 0.656
H 4.955 4.351 1.690
Br -5.300 0.173 -1.764
C -4.545 0.377 -0.003
C -4.664 -0.873 0.840
Br -3.511 -0.775 2.325
H -4.977 1.223 0.435
H -3.487 0.547 -0.179
H -4.406 -1.740 0.252
H -5.631 -1.016 1.316
Br -1.259 -2.443 6.802
C -2.419 -1.009 6.211
C -2.152 0.211 7.014
Br -3.312 1.674 6.390
H -3.517 -1.303 6.377
H -2.318 -0.726 5.143
H -1.190 0.691 6.966
H -2.363 -0.018 8.097
Br 3.560 5.450 -1.863
C 2.981 4.158 -3.242
C 4.152 3.525 -3.904
Br 5.287 2.573 -2.734
H 2.243 4.645 -3.848
H 2.458 3.432 -2.566
H 4.754 4.291 -4.403
H 3.836 2.833 -4.695
```

***

Record 2
Below is 12 unconnected molecules or ions with the total composition C24H48Cl22NO3P at a distorted geometry, with properties calculated with the ωB97M-V functional and the def2-TZVPD basis.

## Properties
HOMO-LUMO gap in eV: 8.67
E_HOMO in eV: -8.3
F_max in eV/Å: 1.66
Structure (SMILES): CCCCO[C@]1(NCC)OC(=O)C[C@H]1P(C)CC.ClCCl.ClCCl.ClCCl.ClCCl.ClCCl.ClCCl.ClCCl.ClCCl.ClCCl.ClCCl.ClCCl
E_tot in eV: -318080.50023
Total charge: 0
LUMO level in eV: 0.399

Structure (XYZ):
```
99
C24H48Cl22NO3P (the ωB97M-V functional and the def2-TZVPD basis)
C 6.340 2.915 0.944
C 5.864 4.330 0.585
C 5.926 4.656 -0.898
C 4.947 3.864 -1.791
O 4.079 3.083 -0.999
C 2.898 2.587 -1.615
N 2.518 1.390 -0.900
C 3.707 0.519 -0.742
C 3.348 -0.947 -0.563
O 3.138 2.170 -2.955
C 2.038 2.606 -3.687
O 1.401 1.909 -4.434
C 1.901 4.028 -3.233
C 1.872 3.766 -1.708
P 0.004 3.735 -1.338
C -0.022 5.264 -0.308
C -0.684 2.492 -0.140
C -1.907 1.810 -0.799
H 5.487 2.340 1.289
H 6.689 2.395 0.057
H 7.072 2.904 1.734
H 6.540 5.030 1.076
H 4.888 4.540 1.009
H 6.942 4.550 -1.264
H 5.684 5.712 -1.004
H 5.518 3.227 -2.463
H 4.412 4.578 -2.411
H 2.262 1.683 0.036
H 4.274 0.820 0.132
H 4.344 0.592 -1.613
H 2.733 -1.321 -1.370
H 2.866 -1.103 0.397
H 4.285 -1.496 -0.506
H 1.049 4.581 -3.599
H 2.827 4.480 -3.572
H 2.257 4.606 -1.144
H -1.017 5.674 -0.314
H 0.639 5.987 -0.779
H 0.329 5.082 0.702
H -1.022 3.008 0.755
H -0.007 1.711 0.184
H -1.575 1.045 -1.493
H -2.416 2.551 -1.412
H -2.641 1.440 -0.076
C -4.814 4.846 -1.362
Cl -6.359 3.998 -1.233
Cl -3.974 4.864 0.192
H -4.188 4.327 -2.079
H -5.001 5.864 -1.678
C 0.760 -4.211 -0.534
Cl 0.512 -2.695 0.331
Cl 2.433 -4.782 -0.415
H 0.112 -4.964 -0.102
H 0.525 -4.054 -1.579
C -4.696 0.894 3.061
Cl -4.072 2.240 2.098
Cl -4.731 -0.610 2.147
H -4.075 0.763 3.937
H -5.713 1.131 3.345
C 2.268 -6.486 3.005
Cl 1.195 -5.113 3.283
Cl 1.497 -7.730 2.006
H 3.152 -6.135 2.488
H 2.530 -6.925 3.959
C -8.866 -1.119 2.327
Cl -8.205 0.521 2.256
Cl -7.938 -2.178 3.392
H -9.879 -1.058 2.704
H -8.852 -1.533 1.326
C -8.151 1.025 -2.951
Cl -8.022 1.725 -4.569
Cl -9.777 0.401 -2.634
H -7.445 0.211 -2.864
H -7.927 1.798 -2.227
C 6.511 3.183 5.109
Cl 6.837 4.465 3.934
Cl 5.274 2.047 4.555
H 7.428 2.635 5.282
H 6.162 3.642 6.025
C 4.152 -10.091 2.457
Cl 5.031 -8.617 2.889
Cl 5.242 -11.386 1.948
H 3.598 -10.427 3.324
H 3.481 -9.861 1.640
C 6.649 -14.380 3.970
Cl 5.044 -15.116 3.889
Cl 7.558 -14.912 5.390
H 7.201 -14.664 3.083
H 6.531 -13.305 4.019
C -7.564 -3.064 -2.450
Cl -6.073 -2.116 -2.539
Cl -8.212 -3.131 -0.807
H -8.305 -2.605 -3.094
H -7.347 -4.073 -2.775
C -10.381 4.491 -4.886
Cl -10.559 6.180 -5.382
Cl -9.852 4.340 -3.210
H -11.339 3.999 -4.989
H -9.640 4.021 -5.519
```